[1]
208
Properties=species:S:1:pos:R:3:lowdin_charge:R:1 method="wB97M-V/def2-TZVPD" total_energy_ev=-92188.931 smiles=CC1(C)CCCC(C)(C)N1O.CC1(C)CCCC(C)(C)N1O.CC1(C)CCCC(C)(C)N1O.CC1(C)CCCC(C)(C)N1O.CC1(C)CCCC(C)(C)N1O.COC[C@H](C)N.COC[C@H](C)N.CC(C)O.CC(C)O relative_energy_ev=1.648 largest_force_ha_per_bohr=0.067 homo_energy_ev=-7.91 spin_multiplicity=1
C -3.757 3.370 -4.871 -0.0410
C -3.039 3.353 -3.521 -0.4285
C -4.027 2.985 -2.420 -0.2345
O -3.307 3.016 -1.234 -0.2007
C -3.892 2.459 -0.046 -0.0722
N -1.826 2.554 -3.494 0.0641
H -4.001 2.333 -5.220 0.0637
H -3.106 3.749 -5.641 0.0774
H -4.600 3.989 -4.803 0.0590
H -2.755 4.394 -3.296 0.1327
H -4.595 2.031 -2.711 0.1392
H -4.875 3.780 -2.455 0.1499
H -4.552 3.205 0.414 0.0862
H -3.080 2.143 0.662 0.0809
H -4.488 1.575 -0.226 0.0785
H -1.455 2.423 -2.538 0.0759
H -1.023 3.040 -3.954 0.0982
C 0.293 5.457 -2.051 -0.0494
C 1.641 4.676 -2.034 -0.4149
C 1.613 3.299 -2.817 -0.1678
O 1.274 3.506 -4.217 -0.1947
C 1.565 2.277 -4.854 -0.1329
N 2.723 5.525 -2.470 0.0235
H -0.549 4.931 -1.593 0.0656
H 0.055 5.704 -3.092 0.0811
H 0.466 6.358 -1.523 0.0499
H 1.878 4.373 -0.981 0.1294
H 0.871 2.634 -2.370 0.0827
H 2.618 2.801 -2.727 0.1170
H 2.628 2.118 -4.943 0.0810
H 1.204 2.324 -5.879 0.0877
H 0.989 1.384 -4.494 0.0908
H 2.639 6.401 -1.963 0.0664
H 2.699 5.809 -3.465 0.0907
C -1.387 -2.844 5.236 -0.0269
C -2.236 -3.864 4.419 -0.5133
C -2.802 -4.858 5.460 -0.1490
C -3.929 -4.330 6.304 -0.1739
C -5.026 -3.890 5.305 -0.1352
C -4.579 -2.871 4.290 -0.4833
N -3.277 -3.323 3.601 -0.0743
O -2.919 -2.310 2.653 -0.0360
C -5.578 -2.812 3.129 -0.0373
C -4.397 -1.450 4.826 -0.0241
C -1.318 -4.659 3.445 -0.0049
H -1.985 -2.199 5.836 0.0380
H -0.645 -2.177 4.746 0.0763
H -0.778 -3.491 5.956 0.1053
H -3.278 -5.668 4.886 0.1268
H -1.928 -5.128 6.126 0.1350
H -3.598 -3.405 6.858 0.1173
H -4.290 -5.002 7.052 0.1018
H -5.813 -3.455 5.887 0.1131
H -5.444 -4.759 4.758 0.1316
H -5.341 -2.028 2.455 0.0643
H -5.505 -3.739 2.512 0.1004
H -6.586 -2.722 3.410 0.0663
H -3.913 -1.430 5.804 0.0692
H -3.875 -0.836 4.036 0.0925
H -5.380 -0.975 4.889 0.0881
H -1.935 -5.424 3.099 0.0551
H -0.489 -5.125 3.931 0.0828
H -1.113 -4.089 2.530 0.0546
H -2.470 -1.610 3.109 0.0461
C -0.744 0.701 4.021 -0.0169
C -0.746 2.197 4.417 -0.5141
C 0.625 2.690 4.273 -0.1579
C 0.826 4.221 4.427 -0.1257
C -0.121 4.926 3.384 -0.1162
C -1.592 4.455 3.468 -0.4780
N -1.559 2.976 3.510 -0.0938
O -2.865 2.496 3.565 -0.0326
C -2.286 5.043 4.759 -0.0015
C -2.353 4.915 2.202 -0.0240
C -1.148 2.281 5.931 0.0021
H -1.256 0.056 4.705 0.0533
H 0.264 0.383 4.036 0.0663
H -1.242 0.530 3.033 0.0915
H 1.248 2.193 4.987 0.1154
H 1.010 2.369 3.249 0.1280
H 1.810 4.568 4.291 0.0816
H 0.496 4.547 5.448 0.1075
H 0.298 4.574 2.409 0.1206
H -0.067 5.998 3.324 0.1082
H -3.193 4.551 4.873 0.0441
H -1.625 4.902 5.600 0.0497
H -2.442 6.138 4.596 0.1071
H -2.162 5.960 1.985 0.0800
H -1.994 4.407 1.318 0.0650
H -3.445 4.751 2.389 0.0951
H -2.148 2.005 6.091 0.0640
H -0.996 3.295 6.384 0.0812
H -0.520 1.628 6.419 0.0591
H -3.360 2.764 4.339 0.0766
C -3.033 -2.669 -1.109 0.0016
C -2.171 -3.981 -0.973 -0.4619
C -3.055 -4.992 -0.211 -0.1604
C -4.218 -5.510 -0.984 -0.1629
C -3.603 -6.213 -2.243 -0.0948
C -2.845 -5.214 -3.167 -0.4960
N -1.868 -4.591 -2.266 -0.1063
O -1.028 -3.754 -3.003 -0.0509
C -2.052 -5.895 -4.279 -0.0324
C -3.657 -4.142 -3.886 -0.0209
C -0.879 -3.747 -0.173 -0.0100
H -2.553 -2.141 -1.904 0.0518
H -2.980 -2.039 -0.179 0.0836
H -4.073 -2.983 -1.349 0.0718
H -2.444 -5.840 0.139 0.1289
H -3.380 -4.526 0.718 0.1069
H -4.939 -4.768 -1.308 0.0943
H -4.704 -6.311 -0.441 0.1084
H -4.348 -6.634 -2.883 0.1065
H -2.894 -6.961 -1.976 0.1068
H -2.771 -6.476 -4.886 0.0956
H -1.552 -5.168 -4.856 0.0631
H -1.375 -6.650 -3.884 0.0860
H -4.039 -4.425 -4.820 0.0662
H -4.500 -3.893 -3.267 0.0655
H -3.044 -3.255 -4.057 0.0652
H -0.327 -2.910 -0.537 0.0410
H -0.217 -4.609 -0.341 0.1050
H -0.996 -3.577 0.881 0.0421
H -0.142 -4.103 -2.866 0.0601
C 6.268 2.992 -0.717 -0.0197
C 5.533 3.093 0.649 -0.4949
C 4.327 2.143 0.559 -0.1351
C 3.683 1.992 1.901 -0.1787
C 4.668 1.332 2.826 -0.1300
C 5.977 2.122 2.955 -0.4976
N 6.416 2.571 1.643 -0.1120
O 7.510 3.406 1.832 -0.0012
C 5.770 3.225 3.970 -0.0404
C 7.029 1.122 3.523 -0.0118
C 4.993 4.554 0.813 -0.0109
H 5.580 2.895 -1.537 0.0653
H 6.983 2.126 -0.713 0.1052
H 6.951 3.772 -0.982 0.0679
H 3.673 2.473 -0.198 0.0958
H 4.795 1.241 0.216 0.0893
H 2.731 1.561 1.788 0.0539
H 3.503 3.035 2.310 0.1103
H 4.874 0.321 2.441 0.1250
H 4.203 1.200 3.791 0.1134
H 5.125 4.028 3.714 0.0555
H 5.354 2.850 4.939 0.0989
H 6.707 3.644 4.369 0.0900
H 6.809 0.892 4.546 0.0809
H 7.139 0.233 2.920 0.0818
H 7.972 1.564 3.407 0.0573
H 5.744 5.333 0.892 0.0731
H 4.193 4.675 1.620 0.0927
H 4.621 4.751 -0.159 0.0526
H 7.138 4.292 1.885 0.0803
C 5.143 -1.242 -0.993 -0.0278
C 4.470 -1.289 -2.362 -0.4784
C 5.531 -1.488 -3.437 -0.1476
C 4.820 -1.787 -4.751 -0.1674
C 4.070 -3.148 -4.554 -0.1052
C 2.922 -3.068 -3.477 -0.4933
N 3.522 -2.469 -2.310 -0.0615
O 2.519 -2.292 -1.278 -0.0438
C 1.682 -2.314 -4.123 -0.0163
C 2.379 -4.450 -3.129 -0.0310
C 3.746 0.062 -2.629 -0.0271
H 5.644 -0.284 -0.894 0.0626
H 5.845 -2.048 -0.888 0.0784
H 4.357 -1.299 -0.185 0.0974
H 6.073 -0.561 -3.496 0.1115
H 6.191 -2.303 -3.208 0.1141
H 5.537 -1.961 -5.589 0.1171
H 4.159 -0.989 -5.095 0.0980
H 4.793 -3.853 -4.111 0.1179
H 3.815 -3.492 -5.542 0.1084
H 0.859 -2.119 -3.418 0.0636
H 1.945 -1.304 -4.463 0.0602
H 1.274 -2.924 -4.924 0.0815
H 3.085 -5.211 -2.865 0.0799
H 1.734 -4.334 -2.266 0.0611
H 1.767 -4.753 -4.012 0.0975
H 3.164 0.485 -1.835 0.0562
H 3.025 0.047 -3.473 0.0580
H 4.557 0.792 -2.853 0.0937
H 1.900 -1.597 -1.575 0.0551
C -3.706 -0.263 -5.018 -0.0523
C -2.264 -0.681 -5.354 -0.5614
C -2.104 -1.020 -6.834 -0.0467
O -1.423 0.338 -5.103 -0.0843
H -4.442 -1.095 -5.155 0.0893
H -3.988 0.546 -5.694 0.0576
H -3.827 0.133 -4.017 0.0580
H -1.919 -1.498 -4.662 0.1222
H -2.948 -1.668 -7.305 0.1116
H -1.112 -1.453 -6.846 0.0639
H -2.047 -0.056 -7.339 0.0756
H -1.773 1.107 -4.606 0.0326
C 0.585 -0.770 1.110 -0.0116
C -0.186 0.066 0.011 -0.4515
C -0.073 1.605 0.260 -0.0148
O 0.287 -0.154 -1.272 -0.0585
H 0.719 -1.767 0.733 0.0393
H 0.141 -0.657 2.131 0.0554
H 1.619 -0.290 1.143 0.0865
H -1.242 -0.283 0.120 0.1313
H 0.875 1.782 0.768 0.0548
H -0.769 2.061 0.939 0.0435
H -0.161 2.109 -0.682 0.0395
H -0.487 -0.386 -1.842 0.1200

[2]
13
Properties=species:S:1:pos:R:3:nbo_charge:R:1 method="wB97M-V/def2-TZVPD" total_energy_ev=-8701.721 relative_energy_ev=6.783 largest_force_ha_per_bohr=0.100 homo_energy_ev="-14.98 / -15.04" charge=+1 spin_multiplicity=1
C 0.462 0.691 0.240 0.5305
C 0.389 -0.827 0.066 0.0410
C -0.453 1.642 -0.279 -0.7393
C -0.835 -1.568 0.270 -0.6614
N 1.822 0.904 0.362 -0.1537
N 2.635 0.137 0.070 0.3076
N 1.395 -1.354 -0.424 -0.0735
H -0.191 2.676 0.081 0.3155
H -1.399 1.358 0.044 0.2870
H -0.175 1.672 -1.398 0.3538
H -1.000 -1.979 1.345 0.2881
H -0.883 -2.422 -0.274 0.2660
H -1.766 -0.929 -0.103 0.2384

[3]
77
Properties=species:S:1:pos:R:3:lowdin_charge:R:1 method="wB97M-V/def2-TZVPD" total_energy_ev=-106771.843 largest_force_ha_per_bohr=0.042 homo_energy_ev=-8.86 spin_multiplicity=1
C 0.305 -2.494 0.694 -0.0520
C -0.786 -1.422 0.902 -0.3656
C -2.196 -1.986 0.641 -0.0616
C -0.591 -0.061 0.177 -0.0705
C 0.151 -0.009 -1.170 -0.4531
N 1.563 0.155 -1.058 0.1541
O -0.382 1.255 -1.797 -0.1510
S -1.752 0.868 -2.566 0.6281
O -1.649 1.312 -3.914 -0.2251
O -2.889 1.312 -1.842 -0.2169
O -1.625 -0.763 -2.487 -0.1393
C -0.198 -0.939 -2.314 -0.3153
N 0.355 -2.263 -2.410 0.2075
C -0.454 -3.176 -2.536 -0.2874
O -1.186 -4.073 -2.516 0.1990
H 1.174 -2.160 0.136 0.0569
H 0.623 -2.902 1.653 0.0780
H -0.141 -3.340 0.161 0.0646
H -0.776 -1.184 1.970 0.1243
H -2.335 -2.236 -0.410 0.0680
H -2.318 -2.874 1.266 0.0814
H -2.946 -1.272 0.984 0.0835
H -0.008 0.568 0.851 0.0943
H -1.570 0.414 0.121 0.1073
H 1.829 0.351 -0.093 0.0480
H 2.041 -0.698 -1.326 0.0908
H 0.223 -0.414 -3.183 0.1388
C 2.156 2.852 3.755 -0.2765
S 1.969 2.614 1.989 0.8269
O 2.117 1.142 1.736 -0.5704
C 3.518 3.374 1.515 -0.2510
H 1.308 2.391 4.256 0.0497
H 3.074 2.381 4.097 0.0440
H 2.177 3.920 3.971 0.0434
H 4.339 2.852 2.008 0.0633
H 3.498 4.424 1.797 0.0199
H 3.617 3.284 0.434 0.0573
C 1.854 0.875 8.685 -0.2722
S 3.077 0.685 7.381 0.8215
O 2.864 1.799 6.418 -0.5572
C 2.348 -0.785 6.649 -0.2674
H 2.098 1.774 9.246 0.0493
H 0.861 0.974 8.244 0.0578
H 1.892 0.009 9.346 0.0530
H 1.323 -0.574 6.344 0.0584
H 2.371 -1.600 7.373 0.0531
H 2.941 -1.055 5.777 0.0521
C 0.858 -1.291 -6.094 -0.2655
S 1.731 -2.829 -5.763 0.7838
O 3.132 -2.647 -6.217 -0.5448
C 0.887 -3.798 -7.022 -0.2685
H 1.265 -0.524 -5.437 0.0488
H 1.010 -1.000 -7.134 0.0603
H -0.205 -1.422 -5.888 0.0539
H 1.039 -3.341 -8.000 0.0581
H -0.177 -3.851 -6.787 0.0459
H 1.312 -4.800 -7.015 0.0491
C -3.672 -4.341 -4.229 -0.2779
S -5.393 -3.823 -4.163 0.8022
O -5.753 -3.696 -2.728 -0.5470
C -6.078 -5.381 -4.745 -0.2758
H -3.063 -3.522 -3.865 0.0208
H -3.525 -5.216 -3.597 0.0600
H -3.402 -4.568 -5.262 0.0542
H -5.772 -6.187 -4.078 0.0569
H -5.731 -5.573 -5.760 0.0502
H -7.162 -5.293 -4.740 0.0479
C -0.036 5.940 3.451 -0.2613
S 0.919 6.406 2.001 0.8169
O 2.354 6.198 2.335 -0.5600
C 0.610 8.171 2.132 -0.2671
H 0.052 4.864 3.582 0.0293
H 0.358 6.453 4.330 0.0648
H -1.081 6.203 3.293 0.0577
H 0.960 8.534 3.098 0.0592
H -0.457 8.360 2.016 0.0546
H 1.157 8.667 1.332 0.0514